# 1
The following is a DFT calculation (ωB97M-V/def2-TZVPD) of a molecular structure, C48H71NP4PbSSi.

Each line ends with the Löwdin charge.
Cartesian coordinates (Å):
1 Pb -0.59 0.49 -1.06  0.74
2 C 3.65 0.11 -1.09  -0.22
3 Si 1.99 0.37 -0.22  0.46
4 C 2.16 2.05 0.70  -0.31
5 C 3.25 2.89 0.46  -0.10
6 C 3.31 4.18 0.97  -0.09
7 C 2.25 4.68 1.71  -0.09
8 C 1.14 3.87 1.96  -0.11
9 C 1.09 2.57 1.47  -0.38
10 P -0.28 1.40 1.87  1.03
11 C -1.73 2.48 2.25  -0.46
12 C -2.91 1.64 2.74  -0.21
13 C -4.13 2.53 3.01  -0.19
14 C -4.53 3.31 1.75  -0.20
15 C -3.35 4.14 1.24  -0.19
16 C -2.14 3.25 0.98  -0.23
17 C 0.37 0.84 3.54  -0.41
18 C 0.23 1.87 4.67  -0.20
19 C 0.93 1.37 5.94  -0.19
20 C 0.34 0.03 6.38  -0.20
21 C 0.48 -1.00 5.26  -0.19
22 C -0.19 -0.52 3.98  -0.20
23 C 2.05 -1.05 1.08  -0.31
24 C 3.06 -1.03 2.05  -0.11
25 C 3.28 -2.09 2.91  -0.09
26 C 2.46 -3.22 2.83  -0.08
27 C 1.44 -3.26 1.90  -0.10
28 C 1.22 -2.19 1.02  -0.39
29 P -0.19 -2.29 -0.18  1.01
30 C 0.24 -3.82 -1.13  -0.44
31 C -0.58 -3.95 -2.41  -0.21
32 C -0.39 -5.35 -3.02  -0.18
33 C 1.04 -5.87 -2.79  -0.20
34 C 2.02 -4.70 -2.72  -0.19
35 C 1.74 -3.83 -1.48  -0.20
36 C -1.61 -2.70 1.00  -0.41
37 C -2.87 -1.88 0.67  -0.24
38 C -3.68 -2.48 -0.47  -0.20
39 C -4.10 -3.91 -0.12  -0.19
40 C -2.89 -4.79 0.19  -0.19
41 C -2.00 -4.16 1.26  -0.19
42 H 4.48 0.26 -0.39  0.03
43 H 3.79 0.78 -1.94  0.02
44 H 3.73 -0.92 -1.45  0.02
45 H 4.08 2.53 -0.14  0.09
46 H 4.17 4.81 0.78  0.10
47 H 2.27 5.69 2.10  0.10
48 H 0.31 4.28 2.53  0.10
49 H -1.46 3.20 3.02  0.10
50 H -2.65 1.09 3.65  0.09
51 H -3.17 0.90 1.97  0.11
52 H -3.89 3.24 3.81  0.12
53 H -4.97 1.92 3.35  0.11
54 H -5.38 3.95 1.96  0.11
55 H -4.82 2.60 0.97  0.12
56 H -3.09 4.90 1.99  0.12
57 H -3.63 4.66 0.32  0.11
58 H -1.30 3.84 0.62  0.08
59 H -2.40 2.53 0.19  0.08
60 H 1.44 0.70 3.35  0.10
61 H -0.83 2.03 4.90  0.11
62 H 0.66 2.82 4.37  0.10
63 H 0.83 2.11 6.74  0.11
64 H 2.00 1.25 5.74  0.12
65 H -0.72 0.16 6.62  0.11
66 H 0.84 -0.32 7.29  0.11
67 H 0.05 -1.96 5.57  0.11
68 H 1.55 -1.17 5.06  0.10
69 H -1.27 -0.46 4.13  0.11
70 H -0.01 -1.24 3.18  0.07
71 H 3.71 -0.16 2.12  0.11
72 H 4.08 -2.05 3.64  0.11
73 H 2.63 -4.06 3.49  0.11
74 H 0.81 -4.14 1.85  0.10
75 H 0.02 -4.68 -0.48  0.10
76 H -0.26 -3.19 -3.13  0.09
77 H -1.64 -3.76 -2.25  0.08
78 H -0.61 -5.31 -4.09  0.11
79 H -1.11 -6.05 -2.58  0.10
80 H 1.32 -6.56 -3.59  0.11
81 H 1.09 -6.43 -1.85  0.11
82 H 1.94 -4.11 -3.63  0.10
83 H 3.05 -5.07 -2.68  0.11
84 H 2.09 -2.81 -1.66  0.08
85 H 2.31 -4.21 -0.63  0.11
86 H -1.21 -2.30 1.94  0.08
87 H -2.59 -0.85 0.42  0.03
88 H -3.49 -1.84 1.57  0.12
89 H -3.08 -2.47 -1.39  0.09
90 H -4.56 -1.87 -0.67  0.12
91 H -4.68 -4.35 -0.93  0.11
92 H -4.75 -3.88 0.77  0.11
93 H -2.32 -4.94 -0.73  0.08
94 H -3.21 -5.77 0.52  0.11
95 H -1.12 -4.79 1.42  0.09
96 H -2.55 -4.17 2.21  0.12
97 C -0.46 0.35 -5.37  -0.25
98 P 0.50 0.44 -3.81  0.83
99 C 1.60 -1.01 -4.05  -0.26
100 C 1.71 1.81 -4.07  -0.38
101 C 2.78 1.67 -4.95  -0.09
102 C 3.76 2.64 -5.03  -0.08
103 C 3.70 3.76 -4.21  -0.08
104 C 2.63 3.92 -3.34  -0.09
105 C 1.61 2.98 -3.28  -0.38
106 P 0.09 3.19 -2.27  0.83
107 C 0.31 4.87 -1.56  -0.27
108 C -1.09 3.66 -3.60  -0.27
109 H 0.21 0.18 -6.21  0.04
110 H -1.03 1.26 -5.53  0.03
111 H -1.18 -0.47 -5.28  0.02
112 H 1.92 -1.11 -5.08  0.04
113 H 1.04 -1.91 -3.78  0.01
114 H 2.46 -0.93 -3.39  0.03
115 H 2.86 0.79 -5.57  0.10
116 H 4.58 2.52 -5.73  0.10
117 H 4.48 4.51 -4.25  0.11
118 H 2.60 4.80 -2.70  0.09
119 H 1.06 4.87 -0.76  0.02
120 H -0.65 5.17 -1.13  0.04
121 H 0.58 5.58 -2.33  0.05
122 H -0.64 4.39 -4.27  0.05
123 H -1.98 4.08 -3.13  0.05
124 H -1.42 2.78 -4.15  -0.01
125 S -4.06 -0.71 -4.24  0.40
126 C -3.32 0.41 -3.30  -1.05
127 N -2.72 1.17 -2.64  -0.12

Calculated values
2S+1: 1
ΔE to the lowest compared entry with this formula, charge and spin in kcal per mole: 0.0
HOMO in hartree: -0.243
E_tot in Eh: -4172.4365
Gap between HOMO and LUMO in Ha: 0.263

# 2
The following is a DFT calculation (ωB97M-V/def2-TZVPD) of a molecular structure, C26H26BrN3O5PtS.

Each line ends with the Löwdin charge.
Cartesian coordinates (Å):
1 Pt 0.15 1.45 -0.06  1.26
2 C -1.01 1.16 4.14  -0.07
3 C -2.09 0.19 3.67  -0.23
4 N -1.61 -0.78 2.68  -0.11
5 C -0.96 -1.98 3.22  -0.19
6 C -1.94 -3.14 3.36  -0.06
7 C -1.63 -0.58 1.37  -0.62
8 S -2.14 1.01 0.80  0.95
9 N -1.32 -1.59 0.57  0.14
10 C -0.74 -1.47 -0.61  -0.42
11 O -0.10 -0.48 -1.06  -0.13
12 C -0.79 -2.67 -1.50  -0.13
13 C -0.14 -2.64 -2.73  -0.02
14 C -0.19 -3.75 -3.56  -0.08
15 C -0.88 -4.89 -3.17  -0.09
16 C -1.52 -4.92 -1.94  -0.08
17 C -1.47 -3.82 -1.10  -0.02
18 H -1.42 1.80 4.92  0.08
19 H -0.65 1.77 3.31  0.05
20 H -0.15 0.62 4.54  0.08
21 H -2.94 0.73 3.24  0.09
22 H -2.47 -0.40 4.50  0.12
23 H -0.55 -1.70 4.19  0.12
24 H -0.12 -2.24 2.57  0.11
25 H -2.77 -2.87 4.02  0.07
26 H -1.43 -4.01 3.78  0.08
27 H -2.34 -3.41 2.39  0.06
28 H 0.38 -1.74 -3.02  0.11
29 H 0.31 -3.72 -4.52  0.10
30 H -0.91 -5.75 -3.82  0.10
31 H -2.06 -5.81 -1.64  0.10
32 H -1.97 -3.83 -0.14  0.10
33 Br 2.22 1.84 -3.13  0.82
34 C 2.98 0.75 -1.79  -0.72
35 C 4.15 0.05 -2.06  -0.09
36 C 4.66 -0.77 -1.06  -0.03
37 C 3.99 -0.85 0.15  0.02
38 C 2.84 -0.11 0.33  -0.17
39 N 2.36 0.69 -0.63  0.00
40 C 2.06 -0.21 1.63  -0.58
41 O 2.50 -0.92 2.52  0.06
42 O 0.97 0.48 1.70  -0.16
43 H 4.62 0.14 -3.02  0.10
44 H 5.56 -1.33 -1.24  0.11
45 H 4.33 -1.48 0.97  0.12
46 C -2.70 0.83 -3.63  0.02
47 C -2.24 1.05 -2.20  -0.69
48 O -2.85 0.36 -1.33  -0.11
49 O -1.31 1.86 -2.01  -0.12
50 H -3.59 0.20 -3.67  0.08
51 H -1.89 0.35 -4.18  0.09
52 H -2.90 1.79 -4.09  0.08
53 C 1.30 6.11 0.00  -0.08
54 C 2.23 5.15 0.38  -0.09
55 C 1.95 3.80 0.21  -0.13
56 C 0.72 3.40 -0.31  -0.32
57 C -0.20 4.37 -0.73  -0.11
58 C 0.08 5.71 -0.56  -0.08
59 H 1.52 7.16 0.12  0.10
60 H 3.18 5.46 0.81  0.10
61 H 2.69 3.06 0.50  0.09
62 H -1.13 4.06 -1.19  0.09
63 H -0.64 6.46 -0.87  0.10

Calculated values
2S+1: 5
ΔE to the lowest compared entry with this formula, charge and spin in kcal per mole: 0.0
HOMO (spin up / spin down) in hartree: -0.274 / -0.335
E_tot in Eh: -4638.2745
Gap between HOMO and LUMO (spin up / spin down) in Ha: 0.277 / 0.255

# 3
The following is a DFT calculation (ωB97M-V/def2-TZVPD) of a molecular structure, C28H23BCrNO8.

Each line ends with the Löwdin charge.
Cartesian coordinates (Å):
1 C 2.54 0.83 4.96  0.06
2 C 1.36 0.18 4.40  -0.18
3 C 0.22 -0.31 4.99  0.11
4 C -0.60 -0.80 3.93  0.08
5 C 0.07 -0.60 2.74  0.02
6 B -0.42 -0.49 1.18  -0.77
7 N -0.47 0.95 0.40  -0.12
8 C -1.04 2.11 1.12  0.05
9 C 0.95 1.17 -0.07  0.05
10 C 1.58 -0.20 0.05  -0.38
11 O 2.74 -0.50 -0.07  0.18
12 O 0.62 -1.12 0.39  0.08
13 C -1.43 0.51 -0.69  0.05
14 C -2.37 -0.45 -0.01  -0.39
15 O -3.52 -0.70 -0.32  0.16
16 O -1.76 -1.03 1.06  0.15
17 O 1.28 0.01 3.04  0.11
18 H 2.21 1.56 5.71  0.13
19 H 3.21 0.11 5.44  0.14
20 H 3.10 1.37 4.19  0.12
21 H -0.02 -0.31 6.05  0.16
22 H -1.60 -1.24 4.02  0.16
23 H -1.36 2.85 0.37  0.13
24 H -1.88 1.79 1.73  0.13
25 H -0.27 2.56 1.76  0.12
26 H 1.00 1.52 -1.12  0.18
27 H 1.48 1.90 0.58  0.17
28 H -1.98 1.37 -1.08  0.17
29 H -0.90 0.01 -1.52  0.17
30 O -5.64 -5.20 -4.16  0.22
31 C -5.41 -5.31 -3.03  -0.04
32 Cr -4.79 -5.69 -1.26  0.26
33 C -3.11 -5.61 -2.15  -0.09
34 O -2.21 -5.75 -2.87  0.17
35 C -4.73 -7.48 -1.86  -0.05
36 O -4.61 -8.53 -2.36  0.22
37 C -6.57 -5.48 -0.12  -0.07
38 C -6.12 -4.20 -0.50  -0.07
39 C -4.79 -3.82 -0.25  -0.07
40 C -3.96 -4.59 0.61  -0.19
41 C -2.66 -4.14 1.02  0.18
42 C -1.51 -3.70 1.13  0.07
43 C -0.23 -3.25 1.10  0.10
44 C 0.48 -3.45 -0.15  -0.19
45 C 1.89 -3.60 -0.22  0.03
46 C 2.56 -3.51 -1.43  0.00
47 C 1.86 -3.29 -2.62  0.03
48 C 0.46 -3.36 -2.60  -0.02
49 C -0.22 -3.43 -1.38  0.02
50 C -4.38 -5.92 0.83  -0.07
51 C -5.69 -6.33 0.56  -0.08
52 H -7.59 -5.81 -0.35  0.16
53 H -6.78 -3.52 -1.06  0.16
54 H -4.40 -2.87 -0.65  0.13
55 H 0.34 -3.08 2.01  0.16
56 H 2.42 -3.69 0.73  0.15
57 H 3.65 -3.57 -1.43  0.14
58 H 2.39 -3.11 -3.56  0.14
59 H -0.11 -3.35 -3.54  0.13
60 H -1.32 -3.38 -1.33  0.12
61 H -3.66 -6.60 1.29  0.16
62 H -6.00 -7.35 0.82  0.16

Calculated values
2S+1: 3
ΔE to the lowest compared entry with this formula, charge and spin in kcal per mole: 13.7
Total charge: +3
HOMO (spin up / spin down) in hartree: -0.642 / -0.624
E_tot in Eh: -2805.7441
Gap between HOMO and LUMO (spin up / spin down) in Ha: 0.234 / 0.190

# 4
The following is a DFT calculation (ωB97M-V/def2-TZVPD) of 2 unconnected molecules or ions with the total composition C2H4NO4.

Each line ends with the Löwdin charge.
Cartesian coordinates (Å):
1 C 1.79 -0.14 1.12  -0.51
2 C -0.59 -0.41 0.49  -0.37
3 N -0.06 0.07 -1.72  -0.04
4 O 1.74 1.01 1.51  0.00
5 O 2.34 -1.23 1.11  0.00
6 O -1.17 0.71 1.19  -0.09
7 O -1.03 -0.43 -0.80  -0.25
8 H -0.97 -1.39 0.97  0.09
9 H 0.86 -0.54 -1.66  0.11
10 H -0.06 1.11 -1.69  0.07
11 H -0.58 1.36 0.96  -0.02

Calculated values
2S+1: 1
ΔE to the lowest compared entry with this formula, charge and spin in kcal per mole: 139.3
Total charge: -1
HOMO in hartree: -0.090
E_tot in Eh: -434.2450
Gap between HOMO and LUMO in Ha: 0.243